1.
ORCA calculation (ωB97M-V/def2-TZVPD) on a cluster of 5 separate species, C22H54INO9S in total.

XYZ file:
```
88
Properties=species:S:1:pos:R:3:forces:R:3
C 4.6667 -5.2724 -1.0923 0.033 0.002 -0.072
C 3.5908 -4.2163 -0.9466 0.090 0.126 0.057
S 3.3984 -3.6769 0.7588 0.157 -0.165 0.237
C 1.6135 -3.4928 0.8669 0.010 -0.130 -0.002
N 0.6948 -4.5857 0.6090 0.162 -0.190 -0.142
I 1.2985 -6.4255 1.2655 0.128 0.136 0.213
C 0.1483 -4.6669 -0.7427 0.221 -0.104 0.081
C -1.3220 -4.9857 -0.7474 -0.220 -0.491 0.259
O -1.6748 -5.9655 0.2051 -0.181 0.101 0.187
C -1.8047 -7.2822 -0.2767 0.124 0.314 -0.111
H 4.2939 -6.1244 -1.6363 -0.064 -0.333 -0.277
H 4.9931 -5.6268 -0.1321 0.165 -0.218 0.481
H 5.5264 -4.8803 -1.6093 0.370 0.083 -0.216
H 2.6423 -4.5959 -1.2737 -0.435 -0.192 -0.086
H 3.8184 -3.3585 -1.5538 0.050 0.416 -0.330
H 1.4893 -3.1483 1.8777 -0.161 0.191 0.575
H 1.3189 -2.6966 0.2046 -0.236 0.413 -0.229
H 0.6768 -5.3633 -1.3839 0.315 -0.363 -0.094
H 0.2375 -3.6987 -1.2069 0.141 0.545 -0.226
H -1.5855 -5.3165 -1.7462 -0.276 0.011 -0.393
H -1.8712 -4.0882 -0.5142 -0.349 0.309 0.169
H -2.7571 -7.4277 -0.7714 -0.365 -0.019 -0.221
H -1.0081 -7.5519 -0.9633 0.270 -0.044 -0.201
H -1.7460 -7.9396 0.5730 -0.005 -0.268 0.359
C -3.1455 1.0313 -3.0619 0.000 0.011 0.021
O -1.7983 1.4369 -2.9086 0.034 -0.059 0.013
C -1.2337 1.1040 -1.6498 -0.141 0.149 -0.047
C -0.3606 -0.1224 -1.7345 0.109 -0.153 0.070
O -1.1031 -1.2828 -2.0770 -0.010 -0.018 0.017
C -0.9952 -1.6358 -3.4437 0.025 -0.036 0.004
H -3.3955 1.1351 -4.1163 -0.004 0.025 -0.005
H -3.2882 -0.0092 -2.7607 -0.013 -0.006 -0.006
H -3.8164 1.6692 -2.4761 0.009 -0.025 0.017
H -2.0221 0.9504 -0.9064 -0.019 -0.012 0.011
H -0.6249 1.9500 -1.3210 0.026 0.032 0.013
H 0.0996 -0.2967 -0.7560 -0.003 0.007 -0.021
H 0.4406 0.0434 -2.4617 0.024 0.005 -0.004
H -0.0153 -2.0813 -3.6538 -0.004 0.037 -0.031
H -1.1413 -0.7706 -4.0938 0.000 -0.006 -0.016
H -1.7679 -2.3733 -3.6540 -0.004 -0.025 0.023
C -0.1022 3.3100 -4.9258 0.072 0.051 -0.125
O 0.9591 4.2071 -5.2104 -0.023 0.021 0.086
C 0.9582 4.7068 -6.5335 0.052 -0.156 -0.009
C 0.3696 6.0944 -6.6185 -0.063 0.161 -0.001
O -1.0053 6.1155 -6.2778 -0.032 -0.055 -0.028
C -1.2660 6.5402 -4.9539 0.034 -0.002 -0.007
H -0.1357 3.1634 -3.8519 0.034 -0.011 0.065
H -1.0635 3.7093 -5.2570 -0.021 -0.019 0.005
H 0.0683 2.3403 -5.4077 -0.031 0.011 -0.004
H 0.4052 4.0327 -7.1962 -0.003 -0.019 -0.019
H 1.9972 4.7434 -6.8775 -0.025 -0.004 -0.001
H 0.4615 6.4578 -7.6472 0.005 -0.009 0.022
H 0.9336 6.7710 -5.9683 0.011 0.028 0.008
H -1.1077 7.6198 -4.8487 0.028 -0.020 0.003
H -0.6368 6.0142 -4.2323 -0.001 0.010 0.019
H -2.3102 6.3171 -4.7439 -0.022 0.018 -0.012
C -2.4360 -0.3034 3.9352 0.065 0.001 0.065
O -1.1293 -0.1173 4.4486 -0.022 -0.083 -0.077
C -0.9546 -0.5730 5.7804 -0.041 0.148 -0.041
C -0.2671 -1.9165 5.8439 0.081 -0.258 -0.095
O -1.0491 -2.9679 5.3001 -0.117 0.096 -0.027
C -0.7187 -3.3455 3.9726 0.070 0.063 0.121
H -2.3900 -0.1280 2.8611 0.005 0.022 -0.001
H -2.7965 -1.3182 4.1139 -0.022 -0.029 -0.005
H -3.1384 0.4112 4.3797 0.003 -0.031 0.018
H -1.9166 -0.6212 6.2994 -0.040 -0.007 -0.001
H -0.3305 0.1654 6.2945 -0.011 -0.034 0.025
H -0.0779 -2.1631 6.8932 0.002 0.018 -0.009
H 0.7006 -1.8550 5.3347 0.021 -0.013 -0.031
H 0.2442 -3.8690 3.9414 0.002 0.028 0.000
H -0.6794 -2.4821 3.3043 0.013 0.034 -0.024
H -1.4922 -4.0266 3.6244 0.001 -0.020 0.025
C 0.5325 2.3949 3.1691 0.027 0.073 -0.074
O 0.5316 3.7533 2.7581 0.081 0.002 0.014
C -0.1405 4.6207 3.6530 -0.115 -0.104 -0.116
C 0.8144 5.3648 4.5547 0.115 0.082 0.090
O 1.5117 4.4968 5.4304 -0.029 -0.052 0.025
C 2.8254 4.1838 5.0088 -0.028 0.020 -0.023
H 1.2495 1.8695 2.5393 -0.019 -0.001 -0.019
H 0.8338 2.2897 4.2127 -0.014 -0.018 0.032
H -0.4522 1.9407 3.0412 -0.034 0.002 0.040
H -0.8570 4.0587 4.2610 -0.026 -0.009 0.010
H -0.6997 5.3481 3.0551 0.006 -0.013 0.020
H 0.2452 6.0689 5.1700 0.009 -0.007 -0.016
H 1.5201 5.9399 3.9464 0.018 0.022 -0.006
H 3.4963 5.0401 5.1422 -0.016 0.006 -0.026
H 2.8477 3.8725 3.9619 0.015 -0.004 -0.005
H 3.1770 3.3636 5.6315 0.008 0.004 0.028
```
Forces are in eV/Å.

The structure (SMILES) is CCSCN(I)CCOC.COCCOC.COCCOC.COCCOC.COCCOC. The total charge is 0. As for the largest force on an atom: 0.6 eV Å⁻¹. The highest occupied orbital energy is -0.30793 Ha.


2.
ORCA calculation (ωB97M-V/def2-TZVPD) on a cluster of 9 separate species, C22H55Cl4N3O7 in total in a non-equilibrium geometry.

XYZ file:
```
91
Properties=species:S:1:pos:R:3:forces:R:3
Cl -3.3753 -3.7895 -3.5030 0.138 -0.013 -0.053
C -2.9957 -5.0663 -2.3167 -0.614 -0.673 -1.041
C -2.3964 -4.5704 -1.0539 -0.651 -0.773 1.360
Cl -3.5928 -3.6403 -0.0693 0.190 0.268 -0.294
H -2.3928 -5.8519 -2.7789 0.531 0.549 -0.085
H -3.9446 -5.5916 -2.2018 -0.044 0.316 0.664
H -1.4551 -4.0446 -1.1074 -0.033 0.325 -0.415
H -2.2596 -5.4418 -0.4111 0.336 -0.080 -0.186
Cl 1.3481 5.2290 2.5822 0.045 0.068 -0.270
C -0.3360 4.6984 2.2963 0.418 -0.818 0.676
C -1.3179 5.6740 2.8536 -0.456 0.178 -0.361
Cl -1.5063 5.5899 4.6137 0.101 -0.091 0.163
H -0.4006 3.7479 2.8248 -0.184 -0.001 -0.013
H -0.5231 4.4891 1.2469 0.274 0.355 -0.195
H -2.2825 5.4330 2.4075 -0.102 0.209 0.124
H -1.0329 6.6927 2.6145 -0.101 0.077 -0.114
C -1.7898 0.9678 5.0493 -0.734 -0.228 0.843
C -0.8041 0.2066 5.9424 1.470 0.124 -1.443
C -0.5264 -1.2075 5.3797 -0.590 -0.078 0.875
O 0.4482 0.9743 5.9743 -0.783 -0.473 0.570
H -2.0238 1.9464 5.4760 0.404 0.112 -0.167
H -2.7746 0.4747 5.0196 0.311 -0.206 -0.174
H -1.3943 1.0576 4.0389 0.039 0.073 0.032
H -1.1696 0.1010 6.9682 0.179 0.314 -0.092
H -0.4794 -1.2401 4.2927 0.108 0.146 -0.032
H -1.3207 -1.8901 5.7182 -0.001 0.173 -0.294
H 0.3842 -1.6251 5.8106 0.151 0.198 -0.114
H 1.0152 0.7453 5.2098 -0.648 -0.063 0.027
C -4.1410 -0.0985 -2.1810 -0.123 0.427 0.646
C -4.1197 1.3957 -2.5232 0.018 -1.114 0.362
C -2.8647 2.0520 -1.9501 -0.206 0.337 -0.521
O -4.1794 1.4759 -3.9396 0.130 0.320 -0.087
H -5.0741 -0.5658 -2.4942 0.148 -0.056 -0.253
H -4.1066 -0.1947 -1.0891 0.043 -0.042 -0.070
H -3.2723 -0.6260 -2.5754 -0.093 0.013 -0.226
H -5.0381 1.8076 -2.0817 0.188 0.344 -0.071
H -2.9346 2.2038 -0.8746 -0.061 -0.098 0.064
H -2.7096 3.0316 -2.4182 0.027 -0.051 0.142
H -1.9886 1.4407 -2.1778 -0.003 -0.002 0.018
H -4.0853 2.4010 -4.1971 -0.031 -0.115 -0.012
C -0.7141 1.0383 1.1815 0.359 0.060 -0.497
C 0.0122 -0.2504 0.8391 -0.112 -0.320 -0.163
C -0.8736 -1.2739 0.1424 -0.289 -0.394 -0.369
O 1.1796 0.0821 0.0398 -0.490 -0.113 0.296
H -0.0453 1.6502 1.7863 -0.292 -0.027 0.320
H -1.6865 0.8508 1.6332 0.134 0.088 0.303
H -0.8963 1.6083 0.2599 -0.072 -0.158 -0.010
H 0.4026 -0.7455 1.7307 0.107 0.431 0.108
H -1.0221 -1.0722 -0.9256 0.034 0.195 0.116
H -1.8645 -1.3416 0.5951 0.040 0.233 0.068
H -0.4849 -2.2953 0.2145 0.273 0.178 -0.022
H 0.8490 0.6451 -0.6743 0.319 -0.084 -0.105
C 1.6493 -3.4211 -4.9779 0.724 0.697 -0.735
C 0.7180 -3.1416 -3.8069 -0.435 -0.779 -1.252
C -0.4190 -2.1797 -4.1661 0.881 0.307 1.344
O 0.1222 -4.4266 -3.4461 0.224 0.508 0.416
H 2.4748 -2.7059 -5.1070 -0.124 0.012 0.572
H 1.1686 -3.3248 -5.9609 -0.373 -0.480 0.262
H 2.1027 -4.4049 -4.8620 -0.037 -0.037 -0.095
H 1.3208 -2.8109 -2.9674 -0.354 -0.008 0.274
H -0.0645 -1.1477 -4.2622 0.126 -0.175 -0.480
H -1.0650 -2.1415 -3.2867 -0.368 -0.156 -0.311
H -0.9396 -2.5355 -5.0492 -0.183 0.154 -0.023
H -0.2105 -4.8176 -4.2627 -0.014 0.085 0.055
O 3.7182 -1.3128 -2.2284 0.466 0.907 -0.237
C 3.4472 -2.3319 -1.6396 -0.477 -0.813 0.287
N 2.4625 -2.4029 -0.7068 0.340 0.326 0.045
C 4.1418 -3.6386 -1.9276 0.133 -0.298 -0.596
H 2.0992 -3.3033 -0.4721 -0.089 -0.088 0.370
H 2.0195 -1.5363 -0.3993 -0.179 -0.262 -0.279
H 3.6949 -4.4995 -1.4360 -0.012 0.031 0.143
H 5.1992 -3.5845 -1.6723 -0.041 0.127 0.162
H 4.1072 -3.8157 -3.0057 -0.035 0.064 0.054
O 1.3116 4.3298 -2.5757 0.156 -0.516 0.280
C 2.1084 3.5990 -2.0047 0.226 0.520 -0.619
N 2.5484 2.4330 -2.5922 -0.304 0.458 0.282
C 2.7046 4.0010 -0.6738 0.119 -0.917 0.185
H 2.3682 2.3765 -3.5821 -0.083 -0.191 0.058
H 3.3373 1.9208 -2.2391 0.024 -0.029 0.072
H 2.4830 5.0450 -0.5028 0.040 0.087 0.102
H 3.7773 3.7930 -0.6319 0.020 0.280 -0.222
H 2.3072 3.3880 0.1418 -0.286 0.132 -0.064
O 1.6881 0.5848 3.5132 0.981 1.007 -0.818
C 2.6229 1.3401 3.1713 -0.681 -1.213 0.889
N 3.3607 1.0764 2.0613 -1.014 0.282 1.021
C 3.1119 2.4373 4.0884 1.080 -0.836 -0.763
H 2.9956 0.3305 1.4909 0.366 0.098 -0.433
H 4.1676 1.6309 1.8654 0.137 -0.052 -0.436
H 3.5806 3.2303 3.5055 -0.380 0.329 0.213
H 3.9541 1.9378 4.5884 -0.174 0.206 0.313
H 2.3813 2.7410 4.8214 -0.203 0.198 -0.065
```
Forces are in eV/Å.

The structure (SMILES) is CC(N)=O.CC(N)=O.CC(N)=O.CC(C)O.CC(C)O.CC(C)O.CC(C)O.ClCCCl.ClCCCl. The total charge is 0. The calculation puts the energy above the lowest of the compared OMol25 structures with the same formula, charge and spin at 30.95 kJ/mol. As for the largest force on an atom: 2.1 eV Å⁻¹. The highest occupied orbital energy is -0.34692 Ha.


Q: total charge of number 1 (C22H54INO9S)?
A: 0


Q: Which of these has the lowest largest force on an atom?
A: C22H54INO9S


Q: What is the largest force on an atom in the first record?
A: 0.6 eV Å⁻¹